No. 1
The following is a quantum chemistry calculation of 7 unconnected molecules or ions with the total composition C19H56N10O7 in a non-equilibrium geometry, from the Open Molecules 2025 dataset.

Output
SMILES ... COC[C@H](C)N.COC[C@H](C)N.COC[C@H](C)N.COC[C@H](C)N.NC(N)=O.NC(N)=O.NC(N)=O
Kohn-Sham gap ... 0.3434 Ha
LUMO ... 0.55 eV
Electronic energy ... -49840.4946 eV
HOMO energy ... -8.79 eV
Energy above the lowest of the compared OMol25 structures with the same formula, charge and spin ... 140.2 kcal/mol

The geometry in ORCA input format:
```
! wB97M-V def2-TZVPD RIJCOSX def2/J DEFGRID3
* xyz 0 1
C -2.8952 -6.0649 -1.7955
C -1.4979 -5.3643 -2.2344
C -1.3810 -3.9654 -1.4818
O -2.6318 -3.2031 -1.4360
C -2.9652 -2.5990 -2.6984
N -0.5907 -6.3684 -1.8193
H -2.9885 -6.1187 -0.7108
H -3.0229 -7.0663 -2.2067
H -3.7273 -5.4764 -2.1819
H -1.5178 -5.1272 -3.2981
H -0.4817 -3.4834 -1.8654
H -1.1608 -3.9498 -0.4144
H -4.0318 -2.3763 -2.7278
H -2.7373 -3.3063 -3.4958
H -2.4470 -1.6522 -2.8504
H -1.0302 -7.1998 -2.1877
H 0.2545 -6.1493 -2.3270
C -2.1134 3.2983 -4.8041
C -1.2337 2.9643 -3.6257
C 0.0606 3.7944 -3.6924
O 0.9880 3.2223 -2.8277
C 2.2750 3.7806 -3.1950
N -1.9770 3.3092 -2.3750
H -2.1941 4.3804 -4.9077
H -3.0989 2.9278 -4.5218
H -1.8878 2.8390 -5.7665
H -0.8971 1.9366 -3.7622
H -0.1068 4.8022 -3.3124
H 0.3710 3.8825 -4.7335
H 2.3166 4.8546 -3.0138
H 2.5264 3.5516 -4.2306
H 3.0362 3.3477 -2.5460
H -1.4338 3.5433 -1.5563
H -2.4562 4.1747 -2.5787
C -2.9581 -2.4260 1.8959
C -3.2546 -3.8048 2.3767
C -3.2822 -3.7854 3.9040
O -3.8416 -5.0755 4.3960
C -3.7707 -5.1545 5.8384
N -4.5340 -4.1942 1.8897
H -3.2430 -2.1245 0.8879
H -1.9539 -2.0728 2.1305
H -3.5495 -1.6443 2.3725
H -2.5178 -4.5196 2.0103
H -4.0932 -3.1247 4.2103
H -2.3725 -3.5313 4.4479
H -4.0523 -6.0425 6.4043
H -4.2897 -4.3104 6.2926
H -2.7289 -5.0826 6.1511
H -4.8674 -4.9860 2.4206
H -4.5311 -4.4914 0.9244
C 7.5711 1.3866 -0.2147
C 6.8426 2.5880 -0.6424
C 6.2066 3.2842 0.5308
O 5.0349 2.4758 1.0324
C 3.9003 2.4244 0.1520
N 7.8779 3.4628 -1.1973
H 7.7750 0.7800 -1.0970
H 7.0395 0.8648 0.5810
H 8.5928 1.4073 0.1645
H 6.2632 2.4693 -1.5580
H 5.8883 4.3040 0.3146
H 6.9502 3.1645 1.3187
H 3.4596 3.3909 -0.0923
H 3.2191 1.7908 0.7201
H 4.1929 1.7981 -0.6908
H 7.4254 4.3444 -1.3928
H 8.4645 3.6572 -0.3984
C 0.5174 -0.1129 4.3656
O 1.2842 -0.5294 3.5894
N 0.5786 -0.1564 5.6680
N -0.7157 0.1765 4.0001
H 1.5584 -0.0655 5.8956
H -0.2402 0.2782 6.0689
H -0.7884 0.3496 3.0077
H -1.4646 0.4981 4.5965
C -1.2625 4.7603 1.0860
O -2.1430 4.2374 0.4658
N -1.3255 5.6692 1.9633
N -0.0042 4.4271 0.8995
H -0.4918 5.8301 2.5102
H -2.0640 6.2989 1.6837
H 0.8816 4.7395 1.2710
H 0.0027 3.6853 0.2141
C 0.2093 0.4954 -0.4510
O 0.5459 1.2358 0.4437
N -0.3262 -0.6690 -0.1833
N 0.1384 0.7837 -1.6924
H -0.2828 -0.9717 0.7793
H -0.9092 -1.2720 -0.7459
H 0.4834 1.6968 -1.9516
H -0.3675 0.2537 -2.3876
*
```

***

No. 2
The following is a quantum chemistry calculation of 9 unconnected molecules or ions with the total composition C19H56O9 in a non-equilibrium geometry, from the Open Molecules 2025 dataset.

Output
Kohn-Sham gap (alpha / beta) ... 0.3458 / 0.0787 Ha
LUMO (alpha / beta) ... -2.40 / -9.67 eV
Electronic energy ... -39024.3739 eV
HOMO energy (alpha / beta) ... -11.81 / -11.81 eV
Energy above the lowest of the compared OMol25 structures with the same formula, charge and spin ... 31.2 kcal/mol

The geometry in ORCA input format:
```
! wB97M-V def2-TZVPD RIJCOSX def2/J DEFGRID3
* xyz 1 2
C 24.6073 5.4438 -27.5634
C 25.8778 6.3280 -27.5939
C 25.7427 7.6642 -26.8544
O 26.9601 5.6669 -26.9455
H 24.4863 4.7835 -26.7047
H 24.5187 4.7730 -28.4180
H 23.7166 6.0714 -27.5359
H 26.1398 6.4592 -28.6438
H 25.1828 8.3319 -27.5091
H 26.6784 8.1574 -26.5910
H 25.3125 7.4802 -25.8699
H 26.6127 5.6008 -26.0530
C 15.8948 -0.2178 -25.6240
C 15.6620 1.3275 -25.5071
C 16.8765 2.0885 -26.0029
O 14.4738 1.7282 -26.0677
H 15.9117 -0.6149 -26.6390
H 15.1171 -0.7960 -25.1252
H 16.8948 -0.3352 -25.2064
H 15.5940 1.4900 -24.4314
H 16.7833 3.1624 -25.8410
H 16.7961 1.8766 -27.0691
H 17.8426 1.7284 -25.6492
H 14.5052 2.6796 -26.1919
C 23.0666 6.0370 -33.3979
C 22.9716 5.8641 -31.8087
C 22.0663 6.8390 -31.0859
O 22.5056 4.5379 -31.5932
H 22.9440 5.0242 -33.7817
H 24.0293 6.4860 -33.6421
H 22.2417 6.5389 -33.9036
H 23.9682 5.9393 -31.3738
H 21.0649 6.5688 -31.4211
H 22.2531 7.8841 -31.3328
H 22.1742 6.6860 -30.0121
H 22.4008 4.4881 -30.6403
C 17.8539 2.0420 -31.2691
C 18.9158 3.0796 -31.6309
C 19.3181 3.0592 -33.0844
O 18.2626 4.2803 -31.3883
H 18.2422 1.0235 -31.2562
H 16.9507 2.1651 -31.8667
H 17.4111 2.0791 -30.2738
H 19.8032 2.9574 -31.0099
H 18.4298 3.1177 -33.7133
H 19.7541 2.0836 -33.2997
H 20.0814 3.8023 -33.3154
H 18.9774 4.9025 -31.2351
C 19.3093 4.1102 -27.6065
C 20.8479 4.3380 -27.6033
O 21.3192 4.0079 -28.8206
H 18.9550 4.8682 -28.3050
H 18.9149 4.2057 -26.5949
H 19.0166 3.2041 -28.1370
H 21.2744 3.6697 -26.8552
H 21.2272 5.3248 -27.3382
H 21.2241 3.0553 -28.8916
C 20.9203 7.9009 -24.4045
C 19.6280 7.9020 -25.1482
O 18.4882 8.3090 -24.3923
H 20.8471 7.3057 -23.4942
H 21.4043 8.8578 -24.2090
H 21.6033 7.4380 -25.1168
H 19.5331 6.9457 -25.6625
H 19.8980 8.7250 -25.8099
H 17.8446 8.7335 -24.9643
C 18.5957 4.6177 -23.3090
O 18.5635 3.5464 -22.4638
H 17.9772 5.4196 -22.9058
H 19.6327 4.9481 -23.3697
H 18.2211 4.4026 -24.3097
H 19.1160 3.7399 -21.7030
C 21.2081 0.6258 -29.1137
O 21.8985 1.3496 -28.1445
H 20.1822 0.3552 -28.8641
H 20.9053 1.2563 -29.9497
H 21.5634 -0.3581 -29.4200
H 22.6615 0.8117 -27.9207
C 21.1738 2.3393 -24.3082
O 22.1759 1.5869 -25.0155
H 21.0280 1.9165 -23.3142
H 21.3805 3.3896 -24.1025
H 20.2142 2.3617 -24.8246
H 22.0980 1.7991 -25.9485
*
```

***

No. 3
The following is a quantum chemistry calculation of a molecular structure, C19H58AlB2NO23P5 in a non-equilibrium geometry, from the Open Molecules 2025 dataset.

Output
Kohn-Sham gap ... 0.0809 Ha
LUMO ... -1.50 eV
Electronic energy ... -123611.2514 eV
HOMO energy ... -3.70 eV

The geometry in ORCA input format:
```
! wB97M-V def2-TZVPD RIJCOSX def2/J DEFGRID3
* xyz -1 1
C -2.4770 1.0744 2.0884
C -2.7576 2.2739 1.0717
B -3.2195 1.8150 -0.4160
O -4.6745 1.7342 -0.6303
Al -1.9855 1.3798 -2.0293
C -3.0016 -0.0094 -3.2077
C -3.2950 0.5803 -4.6601
O -2.6247 1.4798 -5.2074
B -0.1651 0.5051 -1.5382
N 1.0322 0.8949 -2.3619
O 0.0805 -0.4823 -0.4964
H -3.3835 0.3948 2.2493
H -2.2832 1.5531 3.1135
H -1.5323 0.4780 1.8585
H -1.8507 2.9541 1.0904
H -3.6336 2.8803 1.5110
H -4.9113 2.3607 -1.3425
H -1.7123 2.6461 -2.9695
H -3.9974 -0.3055 -2.7417
H -2.3811 -0.9639 -3.3204
H -4.1767 0.1743 -5.2653
H 0.9996 1.8892 -2.6007
H 1.9075 0.6393 -1.8853
H 0.4604 -1.2535 -0.9769
C 4.0942 5.7569 3.4239
O 2.9355 5.4902 4.1990
P 2.1110 4.0054 3.9425
O 2.3064 4.1127 2.4301
O 0.6956 4.7003 4.3606
C 0.3048 5.8976 3.7074
O 1.3074 2.5063 3.7089
C 2.1810 1.3879 3.5696
H 4.6532 6.5645 3.9006
H 4.7301 4.8731 3.3525
H 3.7978 6.0899 2.4279
H 0.7460 5.9913 2.7134
H 0.5969 6.7558 4.3167
H -0.7813 5.8966 3.6071
H 2.9337 1.3881 4.3618
H 2.6709 1.4147 2.5939
H 1.5896 0.4751 3.6475
C -3.9297 -0.5801 -8.9763
O -5.0963 -0.8563 -8.2175
P -5.9153 -2.3338 -8.4938
O -5.7343 -2.2657 -10.0114
O -7.3315 -1.6443 -8.0691
C -7.7444 -0.4663 -8.7428
O -6.7013 -3.8543 -8.6090
C -5.8171 -4.9691 -8.7069
H -3.3784 0.2190 -8.4783
H -3.2932 -1.4627 -9.0525
H -4.2125 -0.2321 -9.9713
H -7.3190 -0.3906 -9.7453
H -7.4520 0.4079 -8.1577
H -8.8321 -0.4802 -8.8262
H -5.0405 -4.9071 -7.9418
H -5.3593 -4.9992 -9.6984
H -6.3916 -5.8832 -8.5507
C 3.8062 4.1070 11.4007
O 3.3089 4.0206 10.0750
P 3.7973 2.6903 9.1135
O 5.2296 2.7623 9.6461
O 3.6645 3.5763 7.7500
C 4.3501 4.8187 7.6699
O 4.2116 1.3064 8.1879
C 4.1810 0.0792 8.9140
H 3.1815 4.8079 11.9566
H 3.7812 3.1340 11.8935
H 4.8256 4.4958 11.3861
H 5.2278 4.8554 8.3182
H 3.6666 5.6254 7.9406
H 4.6735 4.9714 6.6391
H 3.2517 -0.0088 9.4802
H 5.0346 0.0246 9.5935
H 4.2373 -0.7454 8.2026
C -6.9953 -12.2453 -5.4007
O -6.3067 -11.0281 -5.6378
P -6.9606 -9.9406 -6.7888
O -7.3398 -11.0777 -7.7388
O -5.4617 -9.4004 -7.1364
C -4.4611 -10.3430 -7.4889
O -7.5908 -8.7912 -7.8950
C -9.0023 -8.6027 -7.8120
H -6.6386 -12.6634 -4.4579
H -8.0718 -12.0811 -5.3368
H -6.7692 -12.9566 -6.1967
H -4.8819 -11.2545 -7.9175
H -3.8728 -10.5958 -6.6045
H -3.8003 -9.8847 -8.2256
H -9.3098 -8.4573 -6.7745
H -9.5209 -9.4666 -8.2338
H -9.2669 -7.7127 -8.3839
C 11.4569 2.9417 5.4292
O 10.5412 4.0248 5.4550
P 8.9531 3.7536 4.8717
O 9.4000 2.8921 3.6900
O 8.8288 5.3162 4.4202
C 9.8032 5.8508 3.5379
O 7.2919 3.5314 4.5105
C 6.7439 2.3145 5.0057
H 12.2888 3.1794 6.0944
H 10.9819 2.0182 5.7632
H 11.8518 2.8183 4.4195
H 10.2634 5.0831 2.9132
H 10.5769 6.3597 4.1167
H 9.3175 6.5816 2.8901
H 7.0168 2.1784 6.0540
H 7.1068 1.4711 4.4142
H 5.6569 2.3646 4.9287
*
```